The following is a quantum chemistry calculation of an isolated molecule of C4H9NO, from the OMol25 dataset.

Each line ends with the natural charge from an NBO analysis.
Cartesian coordinates (Å):
O 0.59584 -0.78969 -0.29786  -0.51
N -1.90747 -1.00388 0.28392  -0.82
C -0.06210 0.40146 -0.14918  0.32
C 0.51274 1.55915 0.22580  -0.56
C -1.47873 0.13619 -0.51837  -0.27
C 1.98018 -0.88347 -0.02210  -0.26
H 2.21577 -0.67263 1.03933  0.18
H -1.47178 -0.93667 1.43619  0.37
H 2.56117 -0.24060 -0.75622  0.18
H -1.58911 0.00599 -1.60803  0.21
H -2.02351 1.16698 -0.25616  0.16
H 2.21307 -1.94253 -0.24833  0.20
H -3.05849 -0.89609 0.35260  0.36
H -0.13133 2.46194 0.16050  0.22
H 1.64377 1.63386 0.35793  0.22

Properties
* total charge: 0
* energy relative to the best compared isomer or geometry (same formula, charge and spin): 79.32 kcal/mol
* molar mass: 87.1 g mol⁻¹
* LUMO level: 0.0375 Ha
* calculated total energy: -287.70604 Eh
* frontier orbital gap: 9.864 eV
* structure (SMILES): C=C(CN)OC



The following is a quantum chemistry calculation of C5H12AlNO6S as an isolated structure, from the OMol25 dataset.

Each line ends with the natural charge from an NBO analysis.
Cartesian coordinates (Å):
S 1.03138 -1.85200 4.90384  2.56
Al -0.77106 -0.00496 -1.36989  0.94
O 1.51272 -1.69588 6.23878  -0.95
O -0.06156 -2.72121 4.65061  -0.91
O 2.25906 -2.22717 3.97664  -0.71
O 0.70856 -0.42783 4.28520  -0.69
O 1.78727 -0.18306 -0.05191  -0.92
O 1.92009 0.85887 -2.02236  -0.84
N -2.67425 0.89037 -3.46927  -0.64
C 2.38643 -1.24958 2.89879  -0.11
C 1.83034 0.01817 3.48428  -0.11
C -2.52389 1.10158 -4.88068  -0.39
C 1.25426 0.26527 -1.13002  0.40
C -1.57928 1.43543 -2.62613  -0.77
H -1.72198 0.47869 -5.28032  0.18
H 1.50489 0.70738 2.70908  0.27
H 1.79532 -1.56575 2.03722  0.27
H -2.29659 2.14706 -5.16668  0.13
H 3.42701 -1.16200 2.60709  0.21
H 2.54100 0.50802 4.15614  0.16
H -1.91325 2.31866 -2.06562  0.16
H -1.02414 -1.44159 -2.12723  -0.44
H -1.62503 0.05361 0.03706  -0.46
H -3.44393 0.80697 -5.39658  0.16
H -0.74120 1.75771 -3.24995  0.19
H -3.58215 1.18329 -3.14807  0.33

Properties
* total charge: -2
* molar mass: 241.2 g mol⁻¹
* LUMO level: 0.1694 Ha
* calculated total energy: -1344.46315 Eh
* frontier orbital gap: 3.842 eV



The following is a quantum chemistry calculation of CH3Cl2NOS as an isolated structure, from the OMol25 dataset.

Each line ends with the natural charge from an NBO analysis.
Cartesian coordinates (Å):
Cl 2.82643 -2.01561 1.25645  -0.04
Cl -2.72897 -0.62364 -0.34805  0.32
S 0.27170 -2.26619 -0.21668  0.90
O -1.09183 -2.02714 0.33523  -0.78
N -2.47366 0.90611 -0.80116  -0.59
C 1.36427 -1.13224 0.75056  -0.60
H 1.67529 -0.29124 0.13340  0.23
H -2.36913 0.95328 -1.81769  0.32
H 0.81190 -0.80192 1.62579  0.25

Properties
* total charge: 0
* energy relative to the best compared isomer or geometry (same formula, charge and spin): 45.66 kcal/mol
* molar mass: 148.0 g mol⁻¹
* LUMO level (alpha / beta): -0.0216 / -0.0496 Ha
* calculated total energy: -1488.30718 Eh
* frontier orbital gap (alpha / beta): 8.656 / 7.841 eV



The following is a quantum chemistry calculation of an isolated molecule of C4H9FS, from the OMol25 dataset.

Each line ends with the natural charge from an NBO analysis.
Cartesian coordinates (Å):
S -0.12099 0.07828 -0.62269  0.16
F 1.02053 1.39125 -1.55963  -0.38
C -2.25709 -0.55966 1.08013  -0.61
C 1.89152 0.66828 -0.83708  0.16
C -1.24783 0.52600 0.73394  -0.53
C 2.57304 -0.34009 -1.35231  -0.56
H 1.95621 1.01633 0.19051  0.19
H -0.66257 0.81146 1.61074  0.20
H 3.26472 -0.89065 -0.73178  0.22
H -2.93233 -0.21665 1.87359  0.20
H -1.75411 -1.46044 1.43947  0.21
H 0.42870 -0.99252 -0.02381  0.10
H 2.45452 -0.62870 -2.38856  0.22
H -1.75836 1.42608 0.38306  0.21
H -2.85596 -0.82899 0.20440  0.21

Properties
* total charge: 0
* energy relative to the best compared isomer or geometry (same formula, charge and spin): 111.36 kcal/mol
* molar mass: 108.2 g mol⁻¹
* LUMO level: 0.0350 Ha
* calculated total energy: -655.68630 Eh
* frontier orbital gap: 8.579 eV